Density functional theory data (ωB97M-V/def2-TZVPD) for 2 unconnected molecules or ions with the total composition C4H8O2.

Values from the calculation:
LUMO energy (spin up / spin down), eV: 0.72 / 0.78
HOMO (spin up / spin down), eV: -7.6 / -7.6

The geometry in XYZ format:
```
14
Properties=species:S:1:pos:R:3:forces:R:3
O -0.1181 2.0790 0.6340 0.0 0.3 0.7
O -0.3010 -0.9287 -1.6296 0.1 -0.1 0.5
C -0.1095 -1.1127 -0.4484 0.0 0.0 -0.3
C -1.2216 1.8564 -0.0071 -0.6 -0.1 -0.5
C 0.1661 -2.4573 0.1630 -0.1 0.0 -0.1
C 1.1099 1.8509 0.2770 0.6 -0.1 -0.3
H -0.4984 -2.6258 1.0163 0.0 0.0 -0.1
H -2.1105 2.1529 0.5255 0.0 0.0 -0.1
H -1.1933 1.4874 -1.0275 0.0 0.0 0.1
H -0.1254 -0.2593 0.2564 0.0 -0.1 0.0
H 1.8497 2.1379 1.0067 -0.1 0.0 -0.1
H 1.3271 1.5403 -0.7380 -0.1 0.0 0.1
H 1.1884 -2.4801 0.5549 -0.1 0.1 -0.1
H 0.0367 -3.2411 -0.5830 0.0 0.0 0.1
```
Positions in Å, forces in eV/Å.

Mulliken population analysis, charges in e, atoms 1 to 6: -0.28, -0.49, 0.51, -0.49, -1.08, -0.51

=====

Density functional theory data (ωB97M-V/def2-TZVPD) for a molecular structure, C8H14Cl4MgO4 in a non-equilibrium geometry.

Values from the calculation:
<S²>: 0.7567
LUMO energy (spin up / spin down), eV: -3.74 / -9.38
Spin multiplicity: 2
HOMO (spin up / spin down), eV: -13.4 / -13.4
Total charge: +1

The geometry in XYZ format:
```
31
Properties=species:S:1:pos:R:3:forces:R:3
Cl 1.5710 0.6347 1.1666 -0.3 -0.4 0.9
Cl 3.5115 3.6813 3.6457 -0.1 -0.4 -0.5
Cl -1.3099 -1.0630 1.1500 0.7 0.8 0.6
Cl -4.2731 -3.7223 -0.2833 -0.2 -0.6 0.1
Mg 0.2650 0.1286 -0.8542 -1.2 2.6 1.4
O -1.1088 1.6354 -0.7517 0.4 0.8 -0.1
O 0.8407 1.7356 -1.6730 0.9 1.2 -0.9
O -0.4031 -1.2818 -2.0287 -1.4 0.8 -0.8
O 1.3622 -1.4976 -1.0800 1.1 -0.1 0.4
C 0.5245 -3.4650 -2.4040 1.0 0.4 0.7
C 2.8392 1.4012 2.1631 0.8 1.3 0.7
C 0.5349 -2.0576 -1.8175 0.4 -5.0 -1.9
C 2.2677 2.6105 2.9561 -1.2 -0.1 0.0
C -0.2669 3.8955 -1.3113 0.0 -0.3 0.6
C -0.1884 2.3680 -1.2702 -0.5 -0.3 0.5
C -2.3840 -2.4639 1.1742 -0.2 -0.6 -0.2
C -3.2088 -2.3383 -0.0603 -0.7 0.1 -0.6
H 3.2752 0.6511 2.8229 -0.3 -0.1 -0.1
H 1.4057 -4.0703 -2.1911 0.4 0.5 0.4
H -1.7517 -3.3516 1.1867 -0.3 0.0 0.2
H -3.0630 -2.3753 2.0223 0.5 -0.2 0.2
H -3.8690 -1.4807 0.0687 0.3 0.1 -0.4
H -0.7611 4.2758 -0.4173 -0.4 -0.4 -0.1
H -0.8198 4.2643 -2.1753 0.1 -0.2 0.0
H -2.6129 -2.2700 -0.9704 0.0 0.3 0.1
H 1.5734 2.3845 3.7654 0.7 -1.0 0.5
H 1.5076 3.1671 2.4079 0.8 0.4 -1.0
H 0.5077 -3.4247 -3.4931 -0.7 0.2 0.0
H -0.2770 -4.0340 -1.9329 -0.5 0.3 -0.4
H 0.7102 4.3752 -1.2532 0.2 -0.4 -0.5
H 3.6008 1.6875 1.4378 -0.1 0.3 0.2
```
Positions in Å, forces in eV/Å.

Mulliken population analysis, charges in e, atoms 1 to 6: -0.12, -0.16, -0.10, -0.17, 0.91, -0.75

=====

Density functional theory data (ωB97M-V/def2-TZVPD) for a molecular structure, C9H16IrN6Se4Te in a non-equilibrium geometry.

Values from the calculation:
<S²>: 0.7574
LUMO energy (spin up / spin down), eV: -8.02 / -8.03
Spin multiplicity: 2
HOMO (spin up / spin down), eV: -13.4 / -13.4
Total charge: +2

The geometry in XYZ format:
```
37
Properties=species:S:1:pos:R:3:forces:R:3
Ir 0.1232 -0.0386 0.9969 1.6 -0.2 0.5
Te 1.5840 4.0775 -2.6675 0.0 0.1 0.0
Se 2.9983 1.0364 -1.1021 0.0 0.1 0.0
Se 3.4421 2.4332 -2.7465 0.1 -0.1 0.0
Se 0.3985 3.2402 -0.8456 -0.1 0.0 0.0
Se 1.9349 2.6314 3.3994 -0.2 0.0 -0.1
N -1.1954 1.5832 1.5006 -0.1 0.1 -0.5
N 0.0365 -1.0777 -0.8596 -0.8 0.2 0.0
N 0.8918 1.5289 2.4429 -0.9 0.3 0.0
N 1.7510 -1.3253 1.2010 0.1 0.1 -0.2
N 0.7128 3.8929 3.4923 0.1 -0.1 0.0
N -0.6885 -1.3833 2.6425 0.1 0.1 0.2
C -0.3617 3.4886 2.8346 0.1 0.0 0.0
C 0.2322 -2.5382 2.7397 0.0 0.0 -0.1
C -1.6038 4.1676 2.6418 -0.1 0.0 0.0
C 1.6487 -2.0460 2.5084 -0.1 0.0 -0.1
C -0.2408 2.2011 2.2580 0.2 -0.2 0.2
C -2.5561 3.5258 1.9122 0.0 0.0 0.0
C 1.9857 -2.2100 0.0142 -0.2 0.0 0.0
C 0.6716 -2.4084 -0.7126 0.1 0.0 0.1
C -2.3181 2.2369 1.3386 0.0 0.0 0.0
H -1.7621 5.1499 3.0660 0.0 0.0 0.0
H -0.6408 -0.8352 3.4980 0.0 -0.1 0.0
H 1.9292 -1.3401 3.2918 0.0 0.0 0.0
H 0.1577 -3.0387 3.7054 0.1 0.0 0.0
H -1.6549 -1.6793 2.5557 0.0 -0.1 -0.1
H 2.6973 -1.7038 -0.6358 0.0 0.0 0.0
H -3.0811 1.7661 0.7317 0.0 0.0 0.0
H -0.0486 -3.2614 1.9761 0.0 0.0 0.0
H -3.5183 3.9833 1.7326 0.0 0.0 0.0
H 0.5811 -0.4828 -1.4873 0.0 0.0 0.0
H 2.5557 -0.7057 1.2665 0.1 -0.1 0.0
H 0.8205 -2.8915 -1.6783 0.1 0.0 0.0
H 2.4287 -3.1574 0.3188 0.0 0.0 0.0
H -0.0102 -3.0236 -0.1290 0.0 0.0 -0.1
H 2.3634 -2.8690 2.5290 0.0 0.0 0.0
H -0.8786 -1.1838 -1.2881 0.0 0.0 0.0
```
Positions in Å, forces in eV/Å.

Mulliken population analysis, charges in e, atoms 1 to 6: 0.90, 0.34, -0.08, -0.05, -0.11, 0.39

=====

Density functional theory data (ωB97M-V/def2-TZVPD) for FH2O2P in the gas phase in a non-equilibrium geometry.

Values from the calculation:
LUMO energy, eV: -0.36
HOMO, eV: -11.7

The geometry in XYZ format:
```
6
Properties=species:S:1:pos:R:3:forces:R:3
P -0.3632 -0.6098 -0.0229 1.0 0.0 -0.5
F -2.5902 0.6847 0.0808 0.7 -0.3 -0.1
O -0.2202 -2.0741 0.0493 1.2 0.6 0.0
O -1.9541 -0.5999 -0.0878 -2.3 0.8 -0.4
H 0.2855 0.2105 -1.0088 -0.6 -1.0 -0.4
H -0.0886 0.3392 0.9247 0.1 -0.1 1.4
```
Positions in Å, forces in eV/Å.

Okay, here come the Mulliken numbers, in e, for every atom: 0.58, -0.16, -0.51, -0.08, 0.09, 0.07

=====

Density functional theory data (ωB97M-V/def2-TZVPD) for 11 unconnected molecules or ions with the total composition C11H33N11O22 in a non-equilibrium geometry.

Values from the calculation:
LUMO energy, eV: -0.43
HOMO, eV: -10.5

The geometry in XYZ format:
```
77
Properties=species:S:1:pos:R:3:forces:R:3
O 0.0693 2.5009 -3.3949 0.1 0.0 -0.2
O 0.2841 1.4099 3.7922 -0.3 -0.1 -0.1
O 1.5336 0.9463 -3.1521 0.1 0.1 -0.4
O 0.6070 -4.6999 2.0140 0.3 0.3 0.1
O -1.2186 2.8520 1.0999 -0.3 0.1 -0.2
O -2.8812 2.9655 -2.5899 0.1 0.3 0.2
O -2.7865 -3.9266 2.4837 0.0 0.1 -0.1
O 1.2355 -0.5987 -0.6830 0.1 -0.1 -0.1
O -0.8264 -0.2949 -1.2295 0.1 -0.1 0.0
O -5.3627 -3.8231 -1.1765 -0.1 0.1 0.1
O -3.2232 3.6531 1.1469 -0.3 0.1 -0.2
O -4.8659 -1.9665 -2.1601 -0.2 0.1 0.1
O 5.0095 -1.9887 -2.2855 0.1 -0.1 0.0
O -2.2348 -2.3016 -4.5885 -0.1 0.1 0.0
O 1.4726 3.1334 4.2996 -0.1 -0.1 0.0
O -4.1051 1.9648 -4.0508 0.0 0.1 0.2
O -2.9976 -0.7102 -5.8301 -0.1 0.0 -0.2
O -3.6375 -3.9181 4.4639 0.0 0.0 0.1
O 4.6953 -1.5540 -0.1977 0.0 0.0 0.0
O 2.8903 1.3550 1.8212 -0.2 -0.1 0.1
O 3.2038 3.4643 1.4987 0.0 0.0 0.0
O 2.1386 -3.6293 3.0944 0.1 0.0 0.4
N -4.5862 -2.9601 -1.5181 0.0 -0.1 -0.3
N -2.2237 -1.1618 -5.0241 -0.1 -0.1 0.4
N 1.5423 -3.9198 2.0836 -0.7 -0.4 -0.4
N -3.6068 2.0695 -2.9431 -0.3 -0.5 -0.4
N 0.0824 -0.3287 -0.4248 -0.2 0.1 -0.1
N 3.5909 2.3239 1.5922 -0.1 -0.1 0.1
N 1.1724 1.9625 4.4017 0.3 0.2 0.0
N 1.0635 1.9054 -3.7443 0.1 0.2 0.7
N -2.1572 3.4020 1.6504 0.5 -0.5 0.3
N -2.8751 -3.5075 3.6187 0.0 0.0 -0.1
N 4.6680 -1.2627 -1.3791 0.2 0.1 0.3
C 1.7489 2.3936 -4.9697 -0.7 -0.1 -0.5
C -1.9371 -2.4304 4.0165 0.3 0.0 0.6
C 5.0268 2.0675 1.3795 1.2 0.6 0.4
C -0.2325 -0.0766 0.9894 -0.9 0.5 0.8
C 4.1613 0.0784 -1.7385 -0.1 0.3 -0.9
C -3.1726 -3.1439 -1.1469 0.8 0.0 0.0
C 1.9393 1.1403 5.3703 0.0 0.0 0.0
C -1.9653 3.7315 3.0827 0.0 0.9 0.2
C 1.9871 -3.2729 0.8371 1.0 0.6 -0.4
C -1.1662 -0.2692 -4.4880 0.5 -0.1 -0.3
C -3.8482 0.9377 -1.9910 0.5 0.5 0.0
H 3.4033 0.3818 -1.0305 -0.1 -0.1 0.0
H 2.0368 0.1472 4.9490 0.1 0.0 0.0
H -3.3318 0.0966 -2.4363 -0.1 -0.2 0.1
H -0.9090 3.6612 3.2990 0.0 -0.3 0.1
H 4.9597 0.8167 -1.8133 0.3 -0.3 0.4
H 1.7755 3.4763 -4.9446 0.2 0.0 0.2
H -3.3835 1.2424 -1.0589 -0.1 -0.1 0.1
H -2.3028 4.7573 3.2328 -0.1 -0.1 -0.1
H 1.0695 2.1231 -5.7825 0.2 -0.1 0.0
H 5.6111 2.8879 1.7985 -0.4 0.2 -0.1
H 1.3458 1.1169 6.2813 0.0 -0.1 0.0
H -4.9059 0.7305 -1.9108 -0.1 0.1 -0.1
H -2.5884 3.0811 3.6856 0.1 -0.2 -0.1
H -3.0245 -2.7500 -0.1440 -0.2 -0.1 0.1
H -0.2721 -0.8833 -4.4364 0.1 0.1 0.0
H -1.5766 -1.9247 3.1329 0.0 0.0 -0.1
H -1.4052 0.0616 -3.4837 -0.2 -0.1 0.0
H -0.2908 -1.0407 1.4924 0.5 0.0 0.0
H 0.4678 0.6308 1.4230 0.4 -0.4 -0.1
H -1.2165 0.3778 1.0909 0.0 0.0 -0.5
H 3.8030 -0.0270 -2.7571 -0.4 0.1 0.2
H -1.1213 -2.9174 4.5526 0.0 -0.1 -0.2
H 1.1867 -3.0935 0.1336 -0.3 -0.2 0.2
H -2.9490 -4.2033 -1.1818 -0.1 -0.1 0.2
H 2.8848 1.6349 5.5473 0.1 0.0 0.0
H -1.0607 0.5688 -5.1665 -0.1 0.1 0.0
H 2.7066 1.9076 -5.0774 0.1 0.0 0.1
H 2.4972 -2.3519 1.1101 -0.2 0.0 0.0
H 5.3700 1.1794 1.8948 -0.5 -0.4 -0.3
H -2.4241 -1.7696 4.7256 -0.2 0.0 -0.2
H -2.5369 -2.5997 -1.8393 -0.2 0.1 -0.1
H 2.7538 -3.8924 0.3720 -0.2 -0.3 0.1
H 5.2156 2.0617 0.3112 -0.1 -0.3 0.0
```
Positions in Å, forces in eV/Å.

Mulliken population analysis, charges in e, atoms 1 to 6: -0.47, -0.41, -0.42, -0.55, -0.44, -0.55

=====

Density functional theory data (ωB97M-V/def2-TZVPD) for a molecular structure, C3H5CoO3 in a non-equilibrium geometry.

Values from the calculation:
<S²>: 6.0130
LUMO energy (spin up / spin down), eV: -9.51 / -11.40
Spin multiplicity: 5
HOMO (spin up / spin down), eV: -19.3 / -19.8
Total charge: +2

The geometry in XYZ format:
```
12
Properties=species:S:1:pos:R:3:forces:R:3
Co 0.3456 -0.2410 -0.9460 -0.5 1.4 -0.5
O 1.2495 -1.7496 -0.5599 0.8 -0.2 -0.4
O 0.4188 -2.6655 0.0621 -0.9 -0.3 0.8
O -0.2347 1.5676 -1.0088 -1.1 0.5 1.8
C 0.9118 -3.7769 0.2901 0.5 -0.6 0.0
C -1.4323 3.0690 0.4211 -3.3 1.0 1.2
C -0.3564 2.6099 -0.2106 5.6 -2.2 -3.3
H -1.3615 4.0322 0.9196 -0.1 -0.2 0.1
H 1.9211 -4.0111 -0.0678 -0.1 0.1 0.2
H 0.6448 3.1006 -0.1448 -1.0 0.2 0.3
H 0.2685 -4.4591 0.8533 0.0 0.1 -0.2
H -2.3752 2.5237 0.3918 0.1 0.2 0.1
```
Positions in Å, forces in eV/Å.

Mulliken population analysis, charges in e, atoms 1 to 6: 1.19, -0.44, 0.14, -0.56, 0.09, -0.47

=====

Density functional theory data (ωB97M-V/def2-TZVPD) for a molecular structure, C38H33BrCl3F5GeIO4S2Ti.

Values from the calculation:
<S²>: 0.7620
LUMO energy (spin up / spin down), eV: -0.34 / -0.65
Spin multiplicity: 2
HOMO (spin up / spin down), eV: -7.4 / -7.7

The geometry in XYZ format:
```
89
Properties=species:S:1:pos:R:3:forces:R:3
I 0.1486 -3.2989 -0.3646 0.0 0.1 -0.1
Br 1.0589 -5.8598 2.7329 0.0 0.0 0.0
Ge -0.1936 2.1998 -0.3687 0.0 0.1 0.1
Ti 0.2122 -0.4289 -0.3340 -0.1 -0.2 0.0
Cl 0.6557 -2.5874 -4.2364 0.0 0.0 0.0
Cl -0.4398 -0.6107 -6.0347 0.0 0.0 0.0
Cl 2.1323 -0.1549 -4.8143 0.0 0.0 0.0
S 0.6627 -1.8209 2.5804 0.0 -0.1 0.0
S 3.1502 0.1352 -1.4579 -0.1 0.0 0.0
F -4.8703 -1.4647 -2.1002 0.0 0.0 0.0
F -1.9656 0.8398 1.8467 0.0 0.0 0.0
F -4.6249 0.9022 1.9585 0.0 0.0 0.0
F -2.2184 -1.6171 -2.1931 0.0 0.0 0.0
F -6.1124 -0.2091 -0.0368 0.0 0.0 0.0
O 0.4551 -0.4378 -2.2355 -0.1 0.1 0.0
O -1.0661 0.5992 -3.5134 0.0 0.0 0.0
O 2.1944 0.0620 -0.2490 0.1 0.0 -0.1
O 0.4475 -0.6431 1.6058 0.0 0.1 0.1
C -4.7219 3.6712 -0.6038 0.0 0.0 0.0
C 0.5229 3.2105 -3.0792 0.0 0.0 0.0
C -2.6463 0.2324 0.8429 0.1 0.0 0.0
C -1.5026 -1.7574 4.2406 0.0 0.0 0.0
C 0.9696 -8.3879 -1.2030 0.0 0.0 0.0
C -4.7815 -0.2670 -0.0812 0.0 0.0 0.0
C 3.1730 3.7226 -2.4427 0.0 0.0 0.0
C 1.0259 -6.8960 1.1343 0.0 0.0 0.0
C -2.7597 -0.9496 -1.1584 0.0 0.0 0.0
C -0.6353 -0.5267 4.5086 0.0 0.0 0.0
C 2.2982 3.2363 -1.4803 0.0 0.0 0.0
C -0.1417 -0.1438 -3.3595 0.1 0.0 0.1
C -2.8500 2.5505 -1.6225 0.0 0.0 0.0
C 0.7753 4.4824 1.1701 0.0 0.0 0.0
C 1.4581 4.5292 3.4764 0.0 0.0 0.0
C -1.9499 -0.3695 -0.1918 0.0 0.0 -0.1
C 0.7813 -0.9522 4.1546 0.0 0.0 0.0
C 0.7235 -7.0171 -1.2601 0.0 0.0 0.0
C -4.1430 -0.9009 -1.1308 0.0 0.0 0.0
C -3.9210 4.0061 0.4774 0.0 0.0 0.0
C 1.2098 3.1677 3.5632 0.0 0.0 0.0
C 0.9636 2.9550 -1.7804 0.0 0.0 0.0
C -1.0171 -2.4084 2.9389 0.0 0.0 0.0
C -2.0311 2.8764 -0.5389 0.0 0.0 0.0
C 1.3936 3.6896 -4.0497 0.0 0.0 0.0
C 1.2698 -8.2639 1.1934 0.0 0.0 0.0
C 1.2399 -8.9991 0.0158 0.0 0.0 0.0
C -2.5890 3.6126 0.5075 0.0 0.0 0.0
C 2.7232 3.9383 -3.7382 0.0 0.0 0.0
C 0.5196 3.1107 1.2375 0.0 0.0 0.1
C 1.2372 5.1867 2.2733 0.0 0.0 0.0
C 0.7438 2.4713 2.4539 0.0 0.0 0.0
C -4.0233 0.2986 0.9271 0.0 0.0 0.0
C 0.5130 -0.8587 -4.5803 -0.1 -0.1 0.0
C -4.1804 2.9456 -1.6562 0.0 0.0 0.0
C 3.5258 -1.5733 -1.8054 0.0 0.0 0.0
C 0.7667 -6.3291 -0.0762 0.0 0.1 0.1
C 4.6773 0.6007 -0.6677 0.0 0.0 0.0
H 1.3730 2.6469 4.5007 0.0 0.0 0.0
H 0.9470 -8.9779 -2.1106 0.0 0.0 0.0
H -2.4606 1.9527 -2.4345 0.0 0.0 0.0
H -0.9429 0.3060 3.8763 0.0 0.0 0.0
H 1.4771 -8.7399 2.1429 0.0 0.0 0.0
H 4.5552 1.6205 -0.3094 0.0 0.0 0.0
H 1.0289 3.8723 -5.0530 0.0 0.0 0.0
H 3.8279 -2.0790 -0.8893 0.0 0.0 0.0
H 5.4732 0.5637 -1.4112 0.0 0.0 0.0
H 2.6519 3.0953 -0.4623 0.0 0.0 0.0
H 0.5504 1.4122 2.5344 0.0 0.0 0.0
H 0.5050 -6.5207 -2.1972 0.0 0.0 0.0
H 1.5061 -0.1490 4.0262 0.0 0.0 0.0
H 1.8154 5.0763 4.3398 0.0 0.0 0.0
H 4.3144 -1.5938 -2.5577 0.0 0.0 0.0
H 4.8779 -0.0784 0.1590 0.0 0.0 0.0
H -0.5106 3.0352 -3.3447 0.0 0.0 0.0
H -1.9886 3.8681 1.3726 0.0 0.0 0.0
H 1.1813 -1.6820 4.8642 0.0 0.0 0.0
H -0.9721 -3.4969 2.9565 0.0 0.0 0.0
H 2.6184 -2.0235 -2.2056 0.0 0.0 0.0
H -2.5555 -1.4913 4.1549 0.0 0.0 0.0
H 4.2009 3.9470 -2.1803 0.0 0.0 0.0
H -1.4071 -2.4693 5.0624 0.0 0.0 0.0
H -0.6970 -0.2033 5.5477 0.0 0.0 0.0
H 0.6145 5.0143 0.2378 0.0 0.0 0.0
H 1.4245 6.2505 2.1937 0.0 0.0 0.0
H -1.5845 -2.1144 2.0555 0.0 0.0 0.0
H 1.4279 -10.0640 0.0537 0.0 0.0 0.0
H 3.3993 4.3154 -4.4952 0.0 0.0 0.0
H -4.7982 2.6725 -2.5033 0.0 0.0 0.0
H -5.7626 3.9694 -0.6256 0.0 0.0 0.0
H -4.3342 4.5664 1.3071 0.0 0.0 0.0
```
Positions in Å, forces in eV/Å.

Mulliken population analysis, charges in e, atoms 1 to 6: 0.03, -0.19, 2.97, -0.88, -0.07, -0.13